Formula: C16H6Cl8EuISi
Source: OMol25
Level of theory: ωB97M-V with the def2-TZVPD basis set

```
! RIJCOSX wB97M-V def2-TZVPD def2/J DEFGRID3
* xyz -1 8
Eu 0.31994 1.76309 -0.16890
Cl -0.78518 0.71206 3.63072
C 0.86967 0.96063 3.33849
C 1.29431 1.38240 2.10863
C 2.58804 1.65519 1.85072
Cl 3.17797 2.09113 0.22336
C 3.45805 1.53506 2.93453
Cl 5.07572 1.92919 2.67391
C 3.08091 1.03858 4.18391
Cl 4.19589 0.80084 5.41256
C 1.76053 0.72696 4.37795
Cl 1.18701 0.12964 5.85430
I 0.76392 0.76248 -3.58747
C -0.58258 -0.89249 -3.19151
C -0.93530 -1.57307 -4.30721
C -1.51856 -2.87685 -4.16677
C -1.83945 -3.37136 -2.93042
C -1.59738 -2.56509 -1.81259
C -1.97656 -3.01616 -0.49454
C -1.77220 -2.24146 0.61829
C -1.11004 -0.99454 0.47425
C -0.75165 -0.51177 -0.75203
C -0.99229 -1.28711 -1.89897
H -0.64447 -1.20634 -5.27088
H -1.71777 -3.46146 -5.04648
H -2.21044 -4.33532 -2.73934
H -2.47335 -4.00127 -0.35214
H -2.12263 -2.54054 1.60777
H -1.09141 -0.45778 1.44510
Cl -2.14899 6.34241 -0.66305
Si -0.48172 5.55862 -1.58999
Cl -1.24747 3.44618 -2.30280
Cl 0.22747 4.49814 0.54064
*
```

- ΔE to the lowest compared entry with this formula, charge and spin: 0.000 eV
- Gap between HOMO and LUMO (alpha / beta): 6.68 / 7.32 eV
- Electronic energy: -5592.5434 Eh
- <S²>: 15.76

=====

Formula: C19H27MnN3O11PS
Source: OMol25
Level of theory: ωB97M-V with the def2-TZVPD basis set

```
! RIJCOSX wB97M-V def2-TZVPD def2/J DEFGRID3
* xyz -1 6
Mn 0.36340 0.32763 0.63457
O 0.29763 -4.37844 1.27062
C 0.00639 -3.20674 1.39598
O 0.02559 -2.32764 0.41313
C -0.27905 -2.58163 2.72586
C 0.93478 -1.72184 3.17369
C 0.91040 -1.62737 4.70188
C -0.28656 -0.66180 4.92120
C -0.71618 -0.36950 3.47959
O 0.55235 -0.39487 2.78804
C -1.44278 -1.56348 2.85280
C -2.15310 -1.17581 1.53594
O -3.18663 -1.76720 1.24461
O -1.62221 -0.21666 0.87142
H -0.41090 -3.42055 3.40609
H 1.88929 -1.97331 2.71790
H 0.76155 -2.60433 5.16041
H 1.84292 -1.20913 5.07759
H -1.09566 -1.10260 5.50341
H 0.03295 0.25646 5.41125
H -1.19242 0.59126 3.30914
H -2.20721 -1.96634 3.51581
C -5.68607 0.97237 -2.05455
C -4.22214 1.25454 -2.25577
C -3.80001 2.32902 -3.03266
C -2.45099 2.59963 -3.21021
C -1.51629 1.77048 -2.61010
C -1.91904 0.67326 -1.86515
C -3.26503 0.42876 -1.66957
S 0.19973 2.07514 -2.87124
O 0.78609 0.92635 -3.51339
O 0.30792 3.36434 -3.50185
N 0.82960 2.10573 -1.34693
C 0.79800 3.41303 -0.67409
C 0.69994 3.33011 0.85614
O 0.94753 4.36082 1.46744
O 0.31630 2.21778 1.35320
H -6.29504 1.84371 -2.29480
H -5.88492 0.68069 -1.02337
H -6.01014 0.14828 -2.69410
H -4.53713 2.97494 -3.49569
H -2.11597 3.45222 -3.78421
H -1.19329 -0.01027 -1.44436
H -3.55592 -0.39885 -1.03373
H -0.07455 3.96816 -1.01918
H 1.68046 4.00215 -0.92265
N 3.93317 1.59321 -1.01523
C 4.14541 0.31046 -1.69644
P 3.35750 -1.05935 -0.76210
O 4.35812 -1.81623 0.03888
O 2.16907 -0.44524 -0.01608
C 2.76123 -2.14397 -2.11958
N 2.07415 -3.31400 -1.56423
H 4.11710 1.51315 -0.02129
H 1.80252 1.74906 -1.40082
H 4.54831 2.30611 -1.38699
H 5.19994 0.04286 -1.81729
H 3.68663 0.36862 -2.68601
H 3.64132 -2.42652 -2.70860
H 2.08097 -1.57792 -2.75728
H 0.54090 -2.71988 -0.38129
H 2.67733 -3.78084 -0.89119
H 1.84272 -3.98802 -2.28458
*
```

- Gap between HOMO and LUMO (alpha / beta): 8.83 / 9.19 eV
- Electronic energy: -3623.0064 Eh
- <S²>: 8.75

=====

Formula: C25H23F8IrN6OSe2Si
Source: OMol25
Level of theory: ωB97M-V with the def2-TZVPD basis set

```
! RIJCOSX wB97M-V def2-TZVPD def2/J DEFGRID3
* xyz 1 6
Ir -0.90994 0.76663 -0.04439
Se 0.74232 0.45930 2.74413
Se 2.27543 2.16861 2.54577
C 3.62270 1.08759 1.72889
C 4.71961 1.70280 1.14930
C 5.63610 0.87933 0.51138
C 5.41067 -0.48382 0.49272
C 4.27137 -0.99193 1.11522
N 3.38488 -0.21753 1.72698
C -0.73842 1.69226 2.98811
C -1.03218 2.23481 4.22190
C -2.13052 3.08294 4.31576
C -2.88040 3.33904 3.18066
C -2.51883 2.73011 1.98861
N -1.46609 1.91652 1.89422
H 4.84532 2.77678 1.18195
H 6.50749 1.30303 0.03169
H 6.09938 -1.15766 0.00352
H 4.06126 -2.05429 1.11890
H -0.43130 1.99115 5.08673
H -2.39637 3.52569 5.26576
H -3.74164 3.99032 3.21074
H -3.08599 2.88245 1.07973
O -1.48209 -1.01287 0.95117
N -1.31046 -1.06822 2.24320
C -2.08596 -1.86580 2.90031
C -1.90363 -1.91653 4.32111
N -1.76855 -1.90632 5.46134
C -3.12651 -2.60459 2.24051
N -3.97648 -3.12750 1.67274
F -5.89181 -2.04421 -4.21689
C -5.48178 -0.78475 -4.38933
F -4.93705 -0.69028 -5.60834
F -6.56403 0.00741 -4.36294
C -4.49664 -0.37011 -3.31944
C -4.50445 -0.98552 -2.08014
C -3.57823 -0.58176 -1.13679
N -2.68258 0.38128 -1.38539
C -2.68883 0.98287 -2.58239
C -3.58391 0.63781 -3.57561
H -5.19880 -1.78091 -1.85038
H -3.52391 -1.05600 -0.16715
H -1.94299 1.74673 -2.74539
H -3.54287 1.13082 -4.53600
F 1.28949 2.71421 -0.14825
C 0.48965 1.97163 -1.01206
F -0.18595 2.92587 -1.75175
C 1.48307 1.31720 -1.98152
F 2.30576 2.19993 -2.54913
F 2.24107 0.42010 -1.32649
F 0.82323 0.67712 -2.95435
C -1.03702 -1.77875 -4.75396
Si -0.08208 -2.85093 -3.54610
C 1.74255 -2.71476 -3.92683
C -0.65786 -4.61995 -3.69487
C -0.40854 -2.27494 -1.81019
H -0.84473 -2.09892 -5.78050
H -0.73835 -0.73072 -4.67045
H -2.11271 -1.84693 -4.58238
H 1.94083 -3.03126 -4.95323
H 2.33579 -3.34688 -3.26375
H 2.09729 -1.68649 -3.82180
H -0.50781 -4.99891 -4.70745
H -1.71992 -4.71280 -3.45816
H -0.10547 -5.26849 -3.01188
H -1.07901 -2.80048 -1.13809
H 0.04159 -1.38459 -1.37511
*
```

- ΔE to the lowest compared entry with this formula, charge and spin: 0.395 eV
- Gap between HOMO and LUMO (alpha / beta): 6.86 / 5.74 eV
- Electronic energy: -7365.4276 Eh
- <S²>: 8.77

=====

Formula: C3H7N2O
Source: OMol25
Level of theory: ωB97M-V with the def2-TZVPD basis set

```
! RIJCOSX wB97M-V def2-TZVPD def2/J DEFGRID3
* xyz 1 1
C -1.22140 -0.31710 0.00571
C -0.16211 1.46966 0.05924
C 0.23267 0.07220 -0.41587
N -1.69022 -1.44495 -0.04896
N 1.39824 -0.62361 0.20693
O -1.57148 1.01628 0.16603
H 0.34878 1.88901 0.89463
H -0.00334 2.19221 -0.64838
H 0.36347 -0.19374 -1.40581
H -2.70329 -1.54587 0.08561
H 1.15230 -1.52945 0.50350
H 1.77167 -0.07417 1.02680
H 2.08471 -0.91049 -0.42942
*
```

- ΔE to the lowest compared entry with this formula, charge and spin: 2.936 eV
- Gap between HOMO and LUMO: 11.06 eV
- SMILES: [H]/N=C1\OC[C@H]1[NH3+]
- Electronic energy: -302.9321 Eh

=====

Formula: C4H16N6
Source: OMol25
Level of theory: ωB97M-V with the def2-TZVPD basis set

```
! RIJCOSX wB97M-V def2-TZVPD def2/J DEFGRID3
* xyz 2 1
C -2.50099 1.63937 -0.69768
C -0.29223 2.60168 0.05671
N -1.28959 2.41700 -0.81379
N -0.54088 2.48268 1.35668
N 1.02074 2.66327 -0.35372
H -1.11913 2.74736 -1.75581
H -1.48855 2.32062 1.68612
H 0.17292 2.41147 2.06105
H 1.09728 2.58596 -1.37373
H 1.58343 3.35871 0.14622
H -3.15569 1.97089 0.18334
H -2.33665 0.61323 -0.42571
H -3.28263 1.72300 -1.46588
C 2.21509 -1.33443 -0.80551
C 0.38426 -2.64606 0.43278
N 0.92869 -2.07309 -0.64542
N 1.11683 -2.77081 1.54571
N -0.83260 -3.23011 0.35032
H 0.54621 -2.30536 -1.58707
H 2.02588 -2.33124 1.50728
H 0.77440 -3.07588 2.44334
H -1.39003 -3.15189 -0.47679
H -1.29798 -3.24303 1.25109
H 2.59306 -1.57447 -1.80844
H 3.02228 -1.53774 -0.11192
H 2.04589 -0.26111 -0.69916
*
```

- ΔE to the lowest compared entry with this formula, charge and spin: 0.759 eV
- Gap between HOMO and LUMO: 11.48 eV
- Electronic energy: -490.0190 Eh

=====

Formula: C4H9ClO
Source: OMol25
Level of theory: ωB97M-V with the def2-TZVPD basis set

```
! RIJCOSX wB97M-V def2-TZVPD def2/J DEFGRID3
* xyz 0 1
C 1.33333 0.13032 -1.02593
C -0.09513 0.42040 -0.70806
C -0.76170 1.67058 -1.26477
C -0.24215 0.45720 0.80928
H 1.49702 -0.06650 -2.02445
H 2.07951 0.85881 -0.65621
H 1.59492 -0.82730 -0.58421
H -0.47247 2.00234 -2.27868
H -0.62201 2.57377 -0.59270
H -1.80425 1.46603 -1.11406
H -0.17539 -1.32441 -1.19687
H -1.32631 0.54149 1.06535
H 0.28164 1.38447 1.28774
O -0.83196 -0.68237 -1.30636
Cl 0.24688 -1.01298 1.74599
*
```

- ΔE to the lowest compared entry with this formula, charge and spin: 0.549 eV
- Gap between HOMO and LUMO: 11.40 eV
- SMILES: CC(C)(O)CCl
- Electronic energy: -693.2185 Eh